This record from OMol25 describes the ion C4H10N3 with charge +1. The level of theory is the ωB97M-V functional and the def2-TZVPD basis.

```
! RIJCOSX wB97M-V def2-TZVPD def2/J DEFGRID3
* xyz 1 1
C -0.976 -0.140 0.058
C 0.297 -0.199 2.151
C 0.867 0.515 -1.270
C 0.711 -0.571 -2.290
N -1.043 0.026 1.480
N 0.075 0.753 -0.310
N -0.243 1.122 1.965
H -0.843 -1.217 -0.203
H -1.999 0.215 -0.264
H 0.328 -0.535 3.198
H 0.931 -0.674 1.306
H 1.663 1.248 -1.405
H 0.422 -1.440 -1.812
H 1.737 -0.868 -2.686
H 0.175 -0.172 -3.125
H -1.995 -0.034 1.791
H -0.107 1.972 1.417
*
```

Summary:
E_HOMO, eV: -13.996
SMILES: C/C=N\C[N@H+]1CN1
Frontier orbital gap, eV: 10.81



This record from OMol25 describes the ion C4H10N3 with charge +1. The level of theory is the ωB97M-V functional and the def2-TZVPD basis.

```
! RIJCOSX wB97M-V def2-TZVPD def2/J DEFGRID3
* xyz 1 3
C -0.085 -0.496 -1.517
C -0.834 -1.150 -0.623
C 0.109 0.949 -1.180
C -0.143 -0.690 1.666
N -0.690 1.058 0.053
N 1.437 1.239 -0.861
N -0.928 -0.246 0.596
H 0.318 -0.755 -2.559
H -1.219 -2.187 -0.467
H -0.483 1.459 -1.968
H -0.715 -1.540 2.107
H 0.838 -1.059 1.520
H 0.043 0.164 2.338
H -0.229 1.617 0.793
H 1.930 1.946 -1.452
H 1.999 0.338 -0.699
H -1.916 -0.208 1.012
*
```

Summary:
E_HOMO (spin up / spin down), eV: -10.638 / -13.795
Frontier orbital gap (spin up / spin down), eV: 7.55 / 6.43



This record from OMol25 describes a cluster of 2 separate species, C4H10N3 in total. The level of theory is the ωB97M-V functional and the def2-TZVPD basis.

```
! RIJCOSX wB97M-V def2-TZVPD def2/J DEFGRID3
* xyz 1 3
C -1.428 -2.456 -0.764
C 0.050 0.190 -0.307
C -2.218 0.360 0.480
C 2.210 1.180 0.176
N -0.746 -1.767 -1.517
N -0.771 0.556 0.615
N 1.335 0.284 -0.435
H -1.806 -3.377 -1.160
H -1.559 -2.233 0.375
H -2.799 0.850 1.204
H -2.324 0.836 -0.502
H -2.476 -0.691 0.482
H 3.249 0.871 -0.108
H 2.144 0.936 1.248
H 2.128 2.239 0.155
H -0.498 1.230 1.382
H 1.727 -0.226 -1.168
*
```

Summary:
E_HOMO (spin up / spin down), eV: -13.100 / -14.904
Frontier orbital gap (spin up / spin down), eV: 9.85 / 8.55



This record from OMol25 describes the ion C4H10N3O with charge +1. The level of theory is the ωB97M-V functional and the def2-TZVPD basis.

```
! RIJCOSX wB97M-V def2-TZVPD def2/J DEFGRID3
* xyz 1 3
C -1.106 -2.818 0.543
C 0.804 1.445 -0.077
C 1.618 2.372 0.719
C -0.907 -0.471 0.008
N -0.579 -1.747 0.939
N 0.038 0.509 0.484
N -0.654 -0.716 -1.338
O 0.958 1.463 -1.395
H -0.952 -3.661 1.182
H -1.672 -2.941 -0.380
H 1.927 2.044 1.653
H 0.953 3.342 0.922
H 2.441 2.686 0.156
H -1.974 -0.173 0.289
H 0.128 0.428 1.536
H -1.509 -1.002 -1.821
H 0.706 0.828 -2.145
H -0.218 -1.587 -1.276
*
```

Summary:
E_HOMO (spin up / spin down), eV: -9.532 / -15.116
Frontier orbital gap (spin up / spin down), eV: 5.58 / 8.24



This record from OMol25 describes the molecule C4H10N4. The level of theory is the ωB97M-V functional and the def2-TZVPD basis.

```
! RIJCOSX wB97M-V def2-TZVPD def2/J DEFGRID3
* xyz 0 1
C -0.077 -1.838 -0.386
C 1.214 -1.176 -0.035
C 0.352 1.269 -0.266
C -1.154 1.161 -0.255
H -0.302 -1.638 -1.403
H -0.020 -2.913 -0.103
H -0.857 -1.406 0.284
H 2.104 -2.702 0.293
H 2.208 0.523 -0.029
H 0.146 3.113 -0.368
H -1.443 0.443 -1.019
H -1.560 2.135 -0.504
H -2.575 0.697 1.184
H -0.955 0.881 1.820
N 2.290 -1.725 0.355
N 1.239 0.224 -0.152
N 0.923 2.423 -0.409
N -1.532 0.529 0.995
*
```

Summary:
E_HOMO, eV: -8.882
SMILES: [H]/N=C(\C)N/C(CN)=N/[H]
Frontier orbital gap, eV: 9.61



This record from OMol25 describes a structure of composition C4H10N4. The level of theory is the ωB97M-V functional and the def2-TZVPD basis.

```
! RIJCOSX wB97M-V def2-TZVPD def2/J DEFGRID3
* xyz 0 1
C 2.297 0.784 0.026
C 1.382 -0.599 0.096
C -0.671 0.936 0.043
C -2.139 0.233 0.220
H 3.344 0.167 -0.305
H 2.094 1.365 -0.902
H 2.480 1.099 1.193
H 1.177 -2.391 -0.242
H -0.553 -1.212 0.477
H 0.976 1.979 0.138
H -2.609 0.217 1.292
H -3.060 0.982 -0.096
H -2.291 -1.117 -1.345
H -2.992 -1.882 0.098
N 1.908 -1.752 -0.117
N 0.022 -0.315 0.279
N -0.252 2.156 -0.313
N -2.218 -1.135 -0.223
*
```

Summary:
E_HOMO, eV: -8.903
Frontier orbital gap, eV: 9.48



This record from OMol25 describes the molecule C4H10N4. The level of theory is the ωB97M-V functional and the def2-TZVPD basis.

```
! RIJCOSX wB97M-V def2-TZVPD def2/J DEFGRID3
* xyz 0 1
C -2.581 -0.629 0.098
C -0.549 0.250 -0.033
C 1.890 1.257 0.124
C 1.090 -1.320 0.328
H -1.887 -0.984 1.135
H -3.732 -0.319 0.240
H -2.402 -1.213 -0.831
H -2.245 1.394 -0.298
H -0.045 2.208 -0.610
H 2.460 2.258 -0.509
H 2.118 0.162 -0.430
H 2.161 1.331 1.248
H 1.509 -1.451 1.407
H 2.284 -2.387 -0.628
N -1.844 0.472 -0.634
N 0.366 1.314 -0.094
N -0.151 -0.832 0.441
N 1.557 -1.509 -0.955
*
```

Summary:
E_HOMO, eV: -8.657
SMILES: [H]/N=C/N=C(NC)NC
Frontier orbital gap, eV: 9.48



This record from OMol25 describes the ion C4H10N4 with charge +2. The level of theory is the ωB97M-V functional and the def2-TZVPD basis.

```
! RIJCOSX wB97M-V def2-TZVPD def2/J DEFGRID3
* xyz 2 1
C 1.954 -0.586 -0.476
C 1.446 -1.207 0.580
C 0.117 0.785 -1.067
C -0.599 0.238 1.028
N 1.363 0.301 -1.359
N -0.720 1.323 -1.886
N -1.866 0.384 1.199
N -0.010 -1.160 0.985
H 3.021 -0.770 -0.707
H 2.050 -1.842 1.073
H 0.120 0.924 1.454
H 1.951 0.702 -2.034
H -1.587 1.566 -1.584
H -0.479 1.876 -2.782
H -2.523 -0.334 0.942
H -2.021 1.065 1.872
H -0.601 -1.892 0.346
H 0.045 -1.501 1.932
*
```

Summary:
E_HOMO, eV: -17.985
Frontier orbital gap, eV: 9.79



This record from OMol25 describes a structure of composition C4H10N4O. The level of theory is the ωB97M-V functional and the def2-TZVPD basis.

```
! RIJCOSX wB97M-V def2-TZVPD def2/J DEFGRID3
* xyz 0 1
C 2.454 1.100 0.386
C -2.316 0.517 -0.660
C 0.822 -0.915 -0.136
C 2.379 0.168 -0.631
N 2.443 2.016 1.085
N -0.489 0.256 1.564
N -0.855 0.578 -0.725
N -0.291 -0.247 0.225
O 3.513 -0.582 -0.831
H -2.581 -0.453 -0.796
H -2.628 0.959 0.237
H -2.626 0.985 -1.589
H 1.259 -1.679 0.374
H 0.668 -1.259 -1.122
H 1.921 0.558 -1.525
H -0.412 -0.421 2.313
H 0.244 0.841 2.027
H -0.428 1.521 -0.603
H 3.284 -1.392 -1.401
*
```

Summary:
E_HOMO, eV: -8.128
Frontier orbital gap, eV: 8.63



This record from OMol25 describes the molecule C4H10N4O. The level of theory is the ωB97M-V functional and the def2-TZVPD basis.

```
! RIJCOSX wB97M-V def2-TZVPD def2/J DEFGRID3
* xyz 0 1
C -1.525 -0.093 1.789
N 1.101 0.243 -0.547
N -1.127 -0.125 0.384
C 0.116 -0.609 -0.043
N 2.085 -0.266 -1.443
N -1.937 0.552 -0.558
C 1.152 1.606 -0.258
C 0.342 -1.937 0.006
O 1.954 2.402 -0.742
H 2.993 -0.039 -1.031
H 2.040 0.338 -2.270
H -2.145 -0.087 -1.333
H -1.432 1.327 -0.990
H 0.409 1.922 0.492
H -1.485 -1.092 2.232
H -0.858 0.570 2.352
H -2.547 0.285 1.902
H 1.281 -2.376 -0.312
H -0.417 -2.620 0.369
*
```

Summary:
E_HOMO, eV: -8.378
SMILES: C=C(N(C)N)N(N)C=O
Frontier orbital gap, eV: 9.16



This record from OMol25 describes a cluster of 2 separate species, C4H10N5 in total. The level of theory is the ωB97M-V functional and the def2-TZVPD basis.

```
! RIJCOSX wB97M-V def2-TZVPD def2/J DEFGRID3
* xyz 1 1
C -2.663 1.623 -0.318
C 2.053 -0.590 -0.869
C 1.417 -0.950 1.468
C 1.617 -0.083 0.471
N -2.629 0.310 0.033
N -1.419 1.943 -0.695
N -1.390 -0.089 -0.119
N -0.656 0.812 -0.599
N -0.980 -1.307 0.070
H -3.475 2.351 -0.323
H 1.284 -1.261 -1.189
H 3.074 -1.044 -0.894
H 2.160 0.279 -1.517
H -0.964 2.843 -1.148
H 0.956 -0.601 2.456
H 1.684 -1.915 1.315
H 1.367 0.891 0.565
H 0.069 -1.313 0.650
H -1.505 -1.897 0.642
*
```

Summary:
E_HOMO, eV: -13.711
Frontier orbital gap, eV: 9.88



This record from OMol25 describes a cluster of 2 separate species, C4H10NO in total. The level of theory is the ωB97M-V functional and the def2-TZVPD basis.

```
! RIJCOSX wB97M-V def2-TZVPD def2/J DEFGRID3
* xyz -1 1
C 0.289 1.189 0.098
O 1.396 1.095 -0.545
C -0.861 0.291 -0.157
C 0.063 -0.307 1.104
C 1.121 -1.416 0.628
N -2.228 0.527 0.035
H 0.099 0.714 -2.932
H 0.011 2.189 0.454
H -0.916 -0.365 -1.009
H 0.497 0.060 2.052
H -0.677 -1.056 1.424
H 0.661 -2.142 -0.045
H 1.530 -1.928 1.512
H 2.006 -0.943 0.169
H -0.597 0.613 -3.166
H -2.394 1.480 0.377
*
```

Summary:
E_HOMO, eV: -2.174
Frontier orbital gap, eV: 6.49



This record from OMol25 describes a cluster of 2 separate species, C4H10NO in total. The level of theory is the ωB97M-V functional and the def2-TZVPD basis.

```
! RIJCOSX wB97M-V def2-TZVPD def2/J DEFGRID3
* xyz -1 1
C -1.802 0.575 -1.164
N -2.588 0.641 -0.155
C 2.607 -0.132 -0.596
O 3.944 -0.111 -0.706
C -1.563 0.373 0.955
C -0.468 -0.694 0.907
H -1.134 1.399 -1.475
H -1.840 -0.292 -1.851
H 2.144 -1.037 -1.118
H 2.271 -0.237 0.466
H 2.058 0.721 -1.091
H -1.020 1.322 1.154
H -2.095 0.312 1.909
H -0.002 -0.682 1.892
H 0.273 -0.436 0.154
H -0.785 -1.722 0.720
*
```

Summary:
E_HOMO, eV: -1.971
Frontier orbital gap, eV: 4.69



This record from OMol25 describes a cluster of 2 separate species, C4H10NO in total. The level of theory is the ωB97M-V functional and the def2-TZVPD basis.

```
! RIJCOSX wB97M-V def2-TZVPD def2/J DEFGRID3
* xyz -1 1
C 0.436 -0.470 1.547
O -0.112 -0.892 0.386
C 0.203 1.034 1.829
C 0.811 1.928 0.756
H 1.551 -0.597 1.594
H 0.032 -1.007 2.438
H 0.599 1.311 2.819
H -0.881 1.198 1.861
H 0.580 2.986 0.923
H 0.421 1.641 -0.220
H 1.900 1.826 0.717
C -0.840 -1.461 -2.656
N -0.694 -0.284 -2.228
H -1.084 -1.632 -3.708
H -0.733 -2.324 -1.992
H -0.486 -0.349 -1.202
*
```

Summary:
E_HOMO, eV: -2.854
Frontier orbital gap, eV: 7.28



no.,energy (eV)
1,-8769.6989
2,-8766.7363
3,-8768.4156
4,-10815.3040
5,-10269.9596
6,-10265.0730
7,-10264.5517
8,-10250.3858
9,-12313.1925
10,-12315.4312
11,-11749.0931
12,-7843.4829
13,-7843.1514
14,-7846.9854